[1]
This record from the Open Molecules 2025 dataset describes 14 unconnected molecules or ions with the total composition C18H64N8O14 in a non-equilibrium geometry. The level of theory is ωB97M-V/def2-TZVPD.

```
104
Properties=species:S:1:pos:R:3:forces:R:3
C 0.2436 3.5616 0.2016 -0.76 0.09 0.85
C 1.4526 3.9106 1.1396 -1.37 -1.05 -1.18
O 2.3416 4.6076 0.2976 1.46 -0.76 0.29
H 0.3396 2.7566 -0.5354 0.52 -0.04 0.37
H -0.0874 4.4546 -0.4164 0.56 -0.74 1.08
H -0.5844 3.2696 0.8776 0.06 0.11 -0.61
H 1.9136 3.0786 1.7626 -0.35 0.60 -1.38
H 1.0506 4.5676 1.8876 -0.15 0.55 0.50
H 2.1666 5.5086 0.4986 0.19 1.27 -0.14
C -5.1314 -0.0524 -1.6864 -0.70 -2.95 -1.64
C -4.1454 -0.0174 -0.6064 0.94 -1.84 -0.87
O -4.9224 0.0006 0.5436 -0.97 0.62 0.85
H -4.7524 -0.0604 -2.6754 0.81 0.45 -0.90
H -5.8564 0.6926 -1.6214 -1.11 1.51 0.33
H -5.6894 -1.0354 -1.7164 0.43 0.86 0.60
H -3.4364 0.8166 -0.6934 -0.19 -0.04 0.11
H -3.5664 -0.9834 -0.5214 -0.09 1.03 -0.78
H -4.2224 0.1636 1.1346 0.61 0.29 2.23
C 0.2396 2.8246 4.1236 -1.42 0.45 -1.45
C 0.5996 1.3386 4.3056 -0.45 1.86 1.66
O 1.1336 0.8356 3.1166 -0.91 0.38 -0.09
H -0.3524 3.3616 4.9166 0.33 -1.09 -0.62
H -0.2854 2.9176 3.1126 0.19 -0.08 1.42
H 1.0866 3.4446 3.9596 1.18 0.34 0.11
H -0.3504 0.8506 4.5816 0.64 -0.39 -0.09
H 1.3296 1.3266 5.1426 -0.47 -0.64 -0.40
H 2.0116 0.5286 3.2136 1.53 -0.72 0.12
C -0.2884 -3.3914 4.6126 0.77 0.03 0.71
C -0.1614 -1.9964 4.0566 -2.62 0.93 0.86
O -0.8494 -1.7814 2.8516 -1.93 -2.23 0.30
H 0.0556 -4.2034 3.9876 0.45 0.03 -0.36
H -1.3224 -3.6274 4.8246 -0.33 0.19 0.18
H 0.2876 -3.4004 5.5716 -0.49 -0.21 -0.66
H 0.7676 -1.5854 3.8336 2.37 0.02 0.65
H -0.6854 -1.3244 4.8016 0.82 -0.51 -0.19
H -0.4274 -1.0984 2.3906 0.68 1.54 -1.18
C 3.2596 1.5396 -2.0064 -6.15 -2.94 -2.28
O 2.3686 1.1046 -2.9504 4.72 2.25 3.28
N 4.3116 2.2576 -2.1744 4.31 2.16 -2.13
N 3.0256 1.2016 -0.7454 0.51 0.96 2.54
H 4.6476 2.3466 -3.1464 -0.38 0.19 0.95
H 5.0166 2.5116 -1.4314 -1.60 -0.57 -1.21
H 2.1836 0.6566 -0.4384 0.11 0.67 -0.30
H 3.6356 1.6526 -0.0084 -1.49 -0.50 -1.07
C 1.1566 -2.4704 -2.6574 -1.74 -4.32 -1.03
O 1.1756 -3.7784 -2.3284 0.01 5.62 -1.28
N 2.0226 -1.5734 -2.2344 3.76 0.07 2.30
N 0.2786 -1.8534 -3.4804 0.02 -2.27 -0.37
H 2.8676 -1.8754 -1.7294 -0.83 -0.13 -0.54
H 2.0936 -0.6404 -2.6124 -0.22 0.23 -0.46
H -0.3064 -2.4804 -3.9904 -0.57 -0.23 0.06
H 0.2546 -0.8694 -3.7774 0.25 -0.24 0.61
C 3.9826 -1.4854 1.0456 -3.93 1.17 4.46
O 3.0296 -0.8814 1.8606 4.20 -2.23 -3.28
N 4.4876 -0.9094 0.0026 0.10 3.50 -2.38
N 4.4156 -2.7034 1.2446 -0.89 -1.80 2.40
H 3.9586 -0.0274 -0.2864 1.43 -1.52 0.06
H 5.3526 -1.1684 -0.4644 -0.57 -0.18 0.32
H 3.8836 -3.3234 1.9046 0.84 0.54 -0.94
H 5.0056 -3.0824 0.5376 0.09 -0.64 -0.11
C -0.0644 -0.0194 0.0426 -8.24 1.27 -5.83
O -0.7694 -0.0944 -1.1304 2.74 0.47 4.45
N 1.0926 -0.4874 0.0946 5.93 -2.81 -0.10
N -0.6054 0.5176 1.1126 -3.18 1.36 0.22
H 1.3506 -1.0464 -0.7464 -0.35 0.34 0.68
H 1.7516 -0.5984 0.9046 -0.92 0.05 -0.02
H -1.5024 1.0746 1.1196 1.37 -1.10 -1.11
H -0.0324 0.7826 1.8486 1.50 0.24 1.28
C 1.4106 -3.6274 1.4726 -0.56 1.72 -3.25
O 2.2326 -4.5174 2.0206 3.10 -2.79 3.20
H 1.8466 -3.4864 0.4576 -1.05 0.74 -0.01
H 1.3196 -2.6824 1.9806 0.50 0.07 0.47
H 0.4516 -4.0264 1.3956 -1.78 -0.43 -0.42
H 2.0266 -5.4294 1.7786 -0.09 0.48 -0.06
C -0.0424 1.5346 -5.0774 0.74 1.46 1.88
O -0.0294 0.7766 -3.8704 -1.65 -0.29 -1.40
H -0.5364 2.4956 -4.9004 0.21 0.36 0.25
H -0.6124 1.1896 -5.8994 -0.30 -1.56 -0.57
H 0.9926 1.7346 -5.3054 0.26 0.16 -0.78
H 0.6656 1.0916 -3.2934 0.47 0.39 0.27
C -1.7884 2.9766 -2.3754 -2.43 -2.65 3.60
O -2.8164 2.5066 -3.2084 -0.18 0.61 -1.32
H -2.2584 3.5786 -1.5814 0.28 0.67 -0.55
H -0.9214 3.3726 -2.7594 1.70 1.17 -1.39
H -1.5394 2.0726 -1.7834 0.71 0.34 -0.25
H -2.5224 2.5836 -4.1204 -0.18 -0.12 -0.03
C -2.6834 -0.9474 -4.1074 -0.58 1.70 -0.90
O -2.5054 -1.6644 -2.9584 -0.72 -1.88 0.91
H -2.9874 0.0706 -3.7194 0.21 -0.52 -1.49
H -3.4614 -1.3684 -4.8144 0.84 0.27 0.96
H -1.6914 -0.8974 -4.5874 -0.60 0.41 -0.68
H -2.0054 -1.0594 -2.4194 0.70 0.04 1.14
C -1.5484 -3.4874 -0.0784 -0.01 1.11 -3.43
O -1.0794 -4.5494 -0.9214 -1.05 -0.50 1.50
H -1.8704 -3.7094 0.8856 -1.05 -1.53 1.42
H -2.3134 -2.8764 -0.6424 0.55 -0.63 0.76
H -0.7514 -2.8324 0.1586 1.07 1.09 -0.16
H -0.3904 -4.2434 -1.5204 0.38 0.41 -0.10
C -2.9124 1.6126 2.8216 -0.05 -0.97 1.40
O -2.8944 1.9216 1.4836 0.72 0.21 -1.54
H -3.9414 1.6346 3.0916 -0.91 -0.28 0.99
H -2.3654 2.3216 3.4566 0.12 -0.30 -0.13
H -2.5314 0.5776 2.8866 -0.05 0.47 0.48
H -3.1754 2.8156 1.4056 -0.40 1.10 -0.63
```
Positions in Å, forces in eV/Å.

- Electronic energy: -60284.593 eV
- Energy above the lowest of the compared OMol25 structures with the same formula, charge and spin: 5.25 kJ/mol
- Highest occupied orbital energy: -8.2727 eV
- E_LUMO: -0.41 eV


[2]
This record from the Open Molecules 2025 dataset describes 2 unconnected molecules or ions with the total composition C4H12N2O2 in a non-equilibrium geometry. The level of theory is ωB97M-V/def2-TZVPD.

```
20
Properties=species:S:1:pos:R:3:forces:R:3
C 1.7376 -1.3265 0.8401 0.55 2.88 0.98
C 1.8383 -0.5332 -0.4886 -0.77 -0.78 -1.96
N 1.2575 0.7003 -0.6805 -0.80 3.52 1.66
C 0.5711 1.5054 0.4551 0.06 3.80 -5.68
C -0.9850 1.8614 0.1093 0.77 -1.25 0.91
N -1.9215 1.0283 1.0157 -0.27 3.06 -1.33
O 2.2519 -1.0534 -1.5024 1.17 -0.79 -0.01
H 2.7573 -1.6910 1.1496 -1.29 -0.61 -0.99
H 1.6771 -0.4884 1.6010 -0.70 -1.22 -0.31
H 0.8276 -1.9869 0.8479 1.35 0.44 0.10
H 1.5515 1.4360 -1.5066 -0.74 -3.46 2.66
H 0.6249 1.2375 1.4355 0.52 -1.56 2.39
H 1.1709 2.4897 0.3559 -1.13 -1.19 0.63
H -1.1872 2.9460 0.1749 0.09 -0.57 0.54
H -1.1518 1.6410 -0.9603 -0.07 -0.37 0.58
H -1.4100 0.2493 1.2788 1.04 -2.06 0.45
H -2.1059 1.5160 1.9013 0.13 0.03 -0.66
H -4.2991 -2.5032 -0.2056 1.80 0.83 -0.12
H -3.5895 -1.1536 0.0987 0.30 -0.59 -0.30
O -3.4007 -2.0510 -0.2492 -2.02 -0.14 0.45
```
Positions in Å, forces in eV/Å.

- SMILES string: CC(=O)NCCN.O
- Electronic energy: -11416.044 eV
- Energy above the lowest of the compared OMol25 structures with the same formula, charge and spin: 306.17 kJ/mol
- Highest occupied orbital energy: -9.2424 eV
- E_LUMO: 0.70 eV


[3]
This record from the Open Molecules 2025 dataset describes a single C4H9BO molecule in a non-equilibrium geometry. The level of theory is ωB97M-V/def2-TZVPD.

```
15
Properties=species:S:1:pos:R:3:forces:R:3
B 0.5873 -0.5901 -0.2026 -0.76 1.77 -2.47
C -1.4482 0.2299 1.3193 -0.20 0.19 0.48
C -0.8993 1.4804 0.6673 -2.79 1.15 -1.18
C -0.8857 0.1433 -0.0530 1.26 -1.16 -0.40
C 1.3607 -0.6879 -1.6540 3.37 -1.12 5.09
O 1.1903 -1.0660 0.8759 -4.73 1.16 1.87
H -0.9932 -0.3627 2.1091 0.56 0.62 -0.03
H -2.5096 0.1717 1.4421 -0.57 0.20 -0.27
H -1.5803 2.4226 0.3053 1.36 -2.85 0.93
H 0.0511 1.8194 0.8569 2.02 0.77 1.05
H -1.6115 0.0242 -0.8384 -0.02 -0.05 -0.36
H 0.6688 -0.5754 -2.3434 -2.97 0.21 -3.83
H 1.8219 -1.7216 -1.5723 -0.53 0.99 -0.80
H 2.2074 0.0248 -1.8096 -0.74 -0.40 0.27
H 2.0403 -1.3128 0.8975 4.75 -1.46 -0.35
```
Positions in Å, forces in eV/Å.

- SMILES string: CB(O)C1CC1
- Electronic energy: -7017.376 eV
- Energy above the lowest of the compared OMol25 structures with the same formula, charge and spin: 108.48 kJ/mol
- Highest occupied orbital energy: -9.8615 eV
- E_LUMO: 0.59 eV


Please write out number 2 again, unchanged.
This record from the Open Molecules 2025 dataset describes 2 unconnected molecules or ions with the total composition C4H12N2O2 in a non-equilibrium geometry. The level of theory is ωB97M-V/def2-TZVPD.

```
20
Properties=species:S:1:pos:R:3:forces:R:3
C 1.7376 -1.3265 0.8401 0.55 2.88 0.98
C 1.8383 -0.5332 -0.4886 -0.77 -0.78 -1.96
N 1.2575 0.7003 -0.6805 -0.80 3.52 1.66
C 0.5711 1.5054 0.4551 0.06 3.80 -5.68
C -0.9850 1.8614 0.1093 0.77 -1.25 0.91
N -1.9215 1.0283 1.0157 -0.27 3.06 -1.33
O 2.2519 -1.0534 -1.5024 1.17 -0.79 -0.01
H 2.7573 -1.6910 1.1496 -1.29 -0.61 -0.99
H 1.6771 -0.4884 1.6010 -0.70 -1.22 -0.31
H 0.8276 -1.9869 0.8479 1.35 0.44 0.10
H 1.5515 1.4360 -1.5066 -0.74 -3.46 2.66
H 0.6249 1.2375 1.4355 0.52 -1.56 2.39
H 1.1709 2.4897 0.3559 -1.13 -1.19 0.63
H -1.1872 2.9460 0.1749 0.09 -0.57 0.54
H -1.1518 1.6410 -0.9603 -0.07 -0.37 0.58
H -1.4100 0.2493 1.2788 1.04 -2.06 0.45
H -2.1059 1.5160 1.9013 0.13 0.03 -0.66
H -4.2991 -2.5032 -0.2056 1.80 0.83 -0.12
H -3.5895 -1.1536 0.0987 0.30 -0.59 -0.30
O -3.4007 -2.0510 -0.2492 -2.02 -0.14 0.45
```
Positions in Å, forces in eV/Å.

- SMILES string: CC(=O)NCCN.O
- Electronic energy: -11416.044 eV
- Energy above the lowest of the compared OMol25 structures with the same formula, charge and spin: 306.17 kJ/mol
- Highest occupied orbital energy: -9.2424 eV
- E_LUMO: 0.70 eV


Copy entry 3 word for word.
This record from the Open Molecules 2025 dataset describes a single C4H9BO molecule in a non-equilibrium geometry. The level of theory is ωB97M-V/def2-TZVPD.

```
15
Properties=species:S:1:pos:R:3:forces:R:3
B 0.5873 -0.5901 -0.2026 -0.76 1.77 -2.47
C -1.4482 0.2299 1.3193 -0.20 0.19 0.48
C -0.8993 1.4804 0.6673 -2.79 1.15 -1.18
C -0.8857 0.1433 -0.0530 1.26 -1.16 -0.40
C 1.3607 -0.6879 -1.6540 3.37 -1.12 5.09
O 1.1903 -1.0660 0.8759 -4.73 1.16 1.87
H -0.9932 -0.3627 2.1091 0.56 0.62 -0.03
H -2.5096 0.1717 1.4421 -0.57 0.20 -0.27
H -1.5803 2.4226 0.3053 1.36 -2.85 0.93
H 0.0511 1.8194 0.8569 2.02 0.77 1.05
H -1.6115 0.0242 -0.8384 -0.02 -0.05 -0.36
H 0.6688 -0.5754 -2.3434 -2.97 0.21 -3.83
H 1.8219 -1.7216 -1.5723 -0.53 0.99 -0.80
H 2.2074 0.0248 -1.8096 -0.74 -0.40 0.27
H 2.0403 -1.3128 0.8975 4.75 -1.46 -0.35
```
Positions in Å, forces in eV/Å.

- SMILES string: CB(O)C1CC1
- Electronic energy: -7017.376 eV
- Energy above the lowest of the compared OMol25 structures with the same formula, charge and spin: 108.48 kJ/mol
- Highest occupied orbital energy: -9.8615 eV
- E_LUMO: 0.59 eV


> highest occupied orbital energy of number 2 (C4H12N2O2)?

-9.2424 eV